Record 1
{
  "formula": "C25H45N5O4S2",
  "method": "ωB97M-V/def2-TZVPD",
  "elements": ["C", "C", "C", "C", "N", "C", "C", "C", "C", "O", "C", "O", "N", "C", "C", "C", "C", "O", "C", "C", "O", "C", "S", "S", "C", "C", "C", "H", "H", "H", "H", "H", "H", "H", "H", "H", "H", "H", "H", "H", "H", "H", "H", "H", "H", "H", "H", "H", "H", "H", "H", "H", "H", "H", "H", "H", "H", "H", "H", "H", "H", "H", "H", "C", "C", "N", "H", "H", "H", "C", "C", "N", "H", "H", "H", "C", "C", "N", "H", "H", "H"],
  "coordinates": [[5.0277, -1.1519, 2.7244], [5.4767, -2.4972, 2.1364], [4.5876, -3.1223, 1.0505], [3.0649, -3.1369, 1.3219], [2.2010, -2.4120, 0.3690], [2.1237, -3.0712, -0.9459], [0.6966, -3.5576, -1.2234], [-0.3499, -2.5013, -0.8810], [-1.7364, -2.8831, -1.3837], [-2.7686, -2.5353, -0.4319], [-3.3612, -1.3487, -0.6244], [-2.9377, -0.4617, -1.3290], [-4.5615, -1.3069, 0.0633], [-5.0811, 0.0177, 0.3900], [-4.3108, 0.8435, 1.4423], [-3.5901, 2.0524, 0.8375], [-3.4607, 3.2193, 1.8065], [-3.2465, 4.4710, 1.1293], [-2.0658, 4.5756, 0.4354], [-2.0946, 4.1430, -1.0025], [-1.0935, 5.0307, 0.9735], [2.3526, -1.0187, 0.3537], [1.5658, -0.0933, 1.4511], [3.4166, -0.3231, -0.8664], [3.6774, 1.3680, -0.2844], [4.4540, 2.1533, -1.3539], [5.7343, 1.4770, -1.8446], [5.6107, -0.3172, 2.3350], [5.1701, -1.1505, 3.8076], [3.9746, -0.9317, 2.5590], [5.6512, -3.2308, 2.9254], [6.4564, -2.3363, 1.6757], [4.8931, -4.1694, 0.9633], [4.7840, -2.6775, 0.0744], [2.8432, -2.7891, 2.3326], [2.7157, -4.1692, 1.2880], [2.4417, -2.4236, -1.7662], [2.7965, -3.9310, -0.9416], [0.5383, -4.4680, -0.6402], [0.5963, -3.8006, -2.2865], [-0.4006, -2.2948, 0.1881], [-0.0551, -1.5559, -1.3502], [-1.9802, -2.3860, -2.3225], [-1.8268, -3.9614, -1.5148], [-4.4791, -1.8828, 0.8939], [-5.1860, 0.5972, -0.5258], [-6.0946, -0.1478, 0.7613], [-3.6272, 0.2130, 2.0145], [-5.0488, 1.2237, 2.1554], [-4.1585, 2.4162, -0.0209], [-2.6025, 1.7618, 0.4709], [-2.6629, 3.0853, 2.5429], [-4.3982, 3.3576, 2.3461], [-3.0800, 3.7980, -1.2892], [-1.3890, 3.3217, -1.1350], [-1.8080, 4.9712, -1.6470], [4.2052, 1.3463, 0.6687], [2.6955, 1.8141, -0.1497], [3.7793, 2.3238, -2.1952], [4.7239, 3.1060, -0.8957], [5.5333, 0.6177, -2.4838], [6.3668, 1.1715, -1.0085], [6.3102, 2.1860, -2.4440], [-0.5529, -8.0117, -0.1131], [0.3105, -7.0252, 0.5224], [0.9853, -6.2443, 1.0240], [-1.0515, -7.5659, -0.9719], [0.0401, -8.8610, -0.4461], [-1.3031, -8.3559, 0.5958], [-3.7885, 1.0637, -4.0242], [-3.8156, 2.5054, -3.8101], [-3.8126, 3.6417, -3.6441], [-4.3946, 0.8078, -4.8911], [-2.7642, 0.7373, -4.1908], [-4.1776, 0.5512, -3.1463], [-2.1379, 7.8797, 2.1203], [-2.0650, 9.2972, 2.4541], [-2.0069, 10.4131, 2.7168], [-2.7767, 7.7357, 1.2514], [-1.1466, 7.4926, 1.8964], [-2.5513, 7.3206, 2.9568]],
  "atomic_forces_ev_per_a": [[0.01, -0.09, 0.34], [0.24, 0.28, -0.39], [-0.23, -0.30, 0.04], [-0.17, -0.29, 0.47], [0.73, 0.18, -0.86], [-0.09, -0.26, -0.08], [0.01, 0.14, 0.26], [-0.02, 0.29, -0.33], [0.04, 0.13, 0.19], [-0.01, -0.13, -0.29], [-0.38, -0.04, 0.12], [0.02, 0.00, -0.20], [0.90, 0.40, 0.54], [-0.47, 0.00, 0.21], [-0.15, 0.26, -0.17], [0.25, -0.04, 0.09], [-0.06, 0.14, 0.04], [-0.10, -0.13, -0.13], [0.44, 0.13, 0.26], [-0.30, -0.13, 0.11], [-0.11, -0.04, -0.08], [-0.46, 0.26, 0.46], [0.18, -0.07, 0.20], [0.07, -0.31, 0.04], [-0.08, 0.16, -0.51], [0.04, -0.48, 0.25], [0.06, 0.34, -0.10], [-0.05, -0.01, -0.13], [0.02, 0.07, -0.04], [0.00, -0.02, -0.06], [-0.21, 0.05, 0.07], [0.03, -0.18, 0.09], [0.10, 0.07, -0.12], [0.00, 0.18, 0.03], [-0.03, 0.16, -0.08], [-0.11, 0.06, 0.04], [0.04, 0.12, 0.15], [0.04, 0.05, -0.11], [-0.20, 0.08, -0.08], [0.15, -0.15, 0.01], [0.10, -0.20, 0.04], [-0.05, 0.03, 0.09], [0.09, -0.10, -0.03], [-0.05, -0.01, 0.10], [-0.32, -0.27, -0.20], [0.09, -0.12, -0.07], [0.02, -0.04, -0.08], [0.03, -0.05, -0.04], [0.02, -0.06, 0.05], [-0.06, -0.05, 0.03], [-0.08, -0.03, -0.11], [0.01, -0.12, -0.03], [0.03, 0.05, -0.01], [0.02, 0.11, -0.07], [0.10, 0.11, -0.03], [0.09, -0.01, 0.01], [-0.06, -0.10, 0.03], [0.02, 0.04, 0.22], [0.09, 0.21, -0.01], [-0.18, 0.12, -0.14], [-0.01, -0.10, 0.13], [-0.04, -0.10, -0.02], [0.01, -0.05, 0.02], [0.00, -0.01, -0.01], [0.04, 0.03, 0.08], [0.02, -0.07, -0.02], [-0.01, -0.01, 0.00], [-0.01, -0.01, -0.01], [-0.01, -0.01, 0.00], [-0.12, 0.00, -0.01], [0.07, 0.05, -0.04], [-0.09, -0.09, -0.07], [0.00, 0.02, -0.03], [0.00, -0.02, 0.04], [0.09, 0.00, 0.01], [0.02, 0.03, 0.01], [-0.01, 0.06, 0.01], [0.00, -0.03, -0.01], [0.00, -0.02, 0.00], [-0.01, -0.04, -0.01], [0.00, -0.03, -0.01]],
  "gap_ev": 8.457,
  "smiles": "CCCCN(CCCCOC(=O)NCCCCOC(C)=O)C(=S)SCCC.CC#N.CC#N.CC#N",
  "energy_ha": -2350.6708,
  "homo_energy_ev": -8.36
}

Record 2
{
  "formula": "C31H35GaN3P2S2",
  "method": "ωB97M-V/def2-TZVPD",
  "elements": ["Ga", "S", "P", "C", "P", "S", "C", "C", "C", "C", "C", "C", "C", "C", "C", "C", "C", "C", "C", "C", "C", "C", "C", "C", "C", "C", "C", "C", "C", "C", "H", "H", "H", "H", "H", "H", "H", "H", "H", "H", "H", "H", "H", "H", "H", "H", "H", "H", "H", "H", "C", "C", "N", "C", "C", "N", "C", "C", "N", "H", "H", "H", "H", "H", "H", "H", "H", "H", "H", "H", "H", "H", "H", "H"],
  "coordinates": [[0.4586, -0.3620, 1.6698], [-1.9288, -1.0548, 1.9707], [-1.7413, -0.7145, -0.0354], [-0.0730, -0.2511, -0.4217], [0.1194, 1.4941, -0.2942], [0.0045, 2.1570, 1.6324], [1.8327, 1.7559, -0.8434], [2.4791, 0.7633, -1.5703], [3.8013, 0.9307, -1.9388], [4.4809, 2.0829, -1.5780], [3.8313, 3.0810, -0.8676], [2.5065, 2.9225, -0.5006], [-0.8699, 2.4779, -1.4345], [-0.7519, 2.1241, -2.7747], [-1.4270, 2.8623, -3.7239], [-2.2120, 3.9377, -3.3368], [-2.3409, 4.2673, -1.9983], [-1.6690, 3.5374, -1.0353], [-1.9601, -2.3071, -0.8685], [-3.1423, -3.0257, -0.7340], [-3.2433, -4.2777, -1.3162], [-2.1790, -4.8056, -2.0349], [-1.0077, -4.0791, -2.1808], [-0.8990, -2.8329, -1.5935], [-3.0832, 0.3721, -0.5552], [-3.4306, 0.4070, -1.9003], [-4.4388, 1.2567, -2.3123], [-5.0957, 2.0554, -1.3871], [-4.7321, 2.0272, -0.0504], [-3.7167, 1.1901, 0.3714], [1.9339, -0.1322, -1.8422], [4.2992, 0.1609, -2.5068], [5.5194, 2.1989, -1.8425], [4.3576, 3.9823, -0.5952], [1.9927, 3.6893, 0.0661], [-0.1309, 1.2815, -3.0494], [-1.3332, 2.6039, -4.7664], [-2.7281, 4.5180, -4.0866], [-2.9583, 5.1004, -1.7022], [-1.7518, 3.7810, 0.0144], [-3.9650, -2.6060, -0.1663], [-4.1526, -4.8491, -1.2059], [-2.2596, -5.7853, -2.4840], [-0.1794, -4.4776, -2.7510], [0.0084, -2.2492, -1.6934], [-2.9083, -0.2312, -2.6013], [-4.7161, 1.2911, -3.3548], [-5.9016, 2.6958, -1.7120], [-5.2425, 2.6523, 0.6667], [-3.4203, 1.1611, 1.4122], [1.0291, -1.2900, 4.4521], [2.2898, -0.4334, 4.2967], [2.2129, 0.3121, 3.0380], [3.4419, 0.2989, 2.2494], [3.6566, -1.1056, 1.6760], [2.4030, -1.5319, 1.0634], [1.9916, -2.9059, 1.3209], [1.6170, -3.0860, 2.8005], [0.7256, -1.9998, 3.2083], [0.1760, -0.6251, 4.6270], [1.1458, -1.9581, 5.3114], [3.1727, -1.0754, 4.3001], [2.3658, 0.2441, 5.1515], [1.9671, 1.2841, 3.2258], [4.3128, 0.6124, 2.8362], [3.3114, 0.9908, 1.4118], [3.9264, -1.8027, 2.4699], [4.4799, -1.0841, 0.9570], [2.4586, -1.3891, 0.0580], [2.7636, -3.6311, 1.0420], [1.0970, -3.0812, 0.7085], [2.5101, -3.0887, 3.4284], [1.1267, -4.0571, 2.9047], [-0.2169, -2.3753, 3.3055]],
  "atomic_forces_ev_per_a": [[0.26, -0.32, -0.19], [0.35, 0.25, 0.14], [0.83, -0.41, -0.45], [-0.88, 1.18, 1.66], [0.36, -0.79, -0.49], [-0.06, -0.34, 0.00], [-0.17, 0.02, 0.19], [-0.09, 0.01, -0.02], [0.16, 0.00, -0.01], [0.05, -0.05, 0.04], [-0.01, 0.10, 0.03], [-0.03, -0.04, -0.04], [0.20, -0.18, 0.25], [-0.01, 0.15, 0.10], [0.06, -0.03, -0.16], [-0.06, 0.02, -0.03], [-0.08, 0.13, -0.07], [0.19, -0.14, 0.02], [-0.08, 0.23, 0.05], [0.05, -0.02, 0.00], [-0.13, -0.02, 0.04], [0.08, -0.03, -0.05], [-0.07, -0.19, -0.04], [0.14, 0.13, -0.02], [0.27, -0.26, 0.15], [-0.01, -0.01, 0.12], [-0.03, 0.00, -0.11], [-0.03, -0.02, 0.00], [-0.10, 0.08, -0.02], [0.02, -0.08, 0.05], [-0.04, 0.01, -0.01], [0.10, -0.09, -0.09], [0.13, 0.05, -0.08], [0.08, 0.10, 0.02], [0.04, 0.03, 0.02], [0.01, -0.03, -0.12], [-0.02, -0.01, -0.16], [-0.06, 0.06, -0.06], [-0.10, 0.10, 0.02], [-0.03, 0.05, 0.06], [-0.04, -0.07, -0.01], [-0.08, -0.04, -0.01], [-0.06, -0.05, -0.02], [-0.01, -0.05, -0.02], [-0.08, 0.00, -0.01], [-0.06, -0.01, -0.11], [-0.05, 0.02, -0.09], [-0.06, 0.09, -0.04], [-0.06, 0.07, 0.04], [-0.02, -0.02, -0.02], [0.28, 0.32, 0.20], [-0.31, -0.33, 0.17], [-0.45, 0.63, 0.07], [0.34, -0.23, -0.41], [0.04, 0.35, 0.29], [-0.14, 0.04, -0.56], [-0.13, -0.27, 0.18], [0.41, -0.10, -0.44], [-0.71, 0.06, 0.03], [0.04, -0.12, 0.15], [-0.10, -0.01, -0.07], [0.00, 0.13, 0.01], [0.07, -0.11, -0.07], [-0.03, -0.21, -0.12], [-0.08, 0.00, -0.04], [0.02, 0.07, 0.12], [0.09, -0.01, -0.07], [-0.07, -0.05, 0.06], [-0.25, 0.11, 0.11], [-0.09, -0.03, 0.00], [0.16, -0.09, 0.04], [-0.06, -0.07, 0.01], [0.08, 0.10, 0.14], [0.11, 0.19, -0.27]],
  "gap_ev": 8.190,
  "energy_ha": -4770.3196,
  "homo_energy_ev": -10.31,
  "total_charge": 1
}

Record 3
{
  "formula": "C4H5Cl",
  "method": "ωB97M-V/def2-TZVPD",
  "elements": ["C", "C", "C", "C", "H", "H", "H", "H", "Cl", "H"],
  "coordinates": [[-0.8302, 2.0963, 0.3251], [-0.9864, 0.8854, 0.3726], [-0.6208, -0.4776, -0.0116], [-1.3911, -1.3203, -0.6614], [-0.8767, 3.0752, 0.4899], [0.4240, -0.7428, -0.0954], [-1.0616, -2.2281, -1.0227], [-2.4415, -1.3536, -0.6446], [3.3890, -0.1451, 0.2698], [4.3953, 0.2107, 0.9784]],
  "atomic_forces_ev_per_a": [[-0.79, -4.90, 0.31], [1.55, 0.66, -0.82], [0.05, 0.97, -0.71], [-1.11, -0.01, 1.21], [-0.05, 3.45, 0.37], [0.33, 0.54, 0.60], [1.40, -1.65, -0.81], [-1.40, 0.93, -0.15], [0.06, 0.03, 0.03], [-0.06, -0.02, -0.03]],
  "gap_ev": 10.139,
  "smiles": "C#CC=C.Cl",
  "energy_ha": -615.4850,
  "homo_energy_ev": -9.40,
  "de_lowest_kcal_mol": 44.4
}